1.
{
  "formula": "C28H54Cl20O5",
  "method": "ωB97M-V/def2-TZVPD",
  "elements": ["O", "C", "O", "C", "C", "C", "C", "C", "C", "O", "O", "C", "O", "H", "H", "H", "H", "H", "H", "H", "H", "H", "H", "H", "H", "H", "H", "Cl", "C", "C", "Cl", "H", "H", "H", "H", "Cl", "C", "C", "Cl", "H", "H", "H", "H", "Cl", "C", "C", "Cl", "H", "H", "H", "H", "Cl", "C", "C", "Cl", "H", "H", "H", "H", "Cl", "C", "C", "Cl", "H", "H", "H", "H", "Cl", "C", "C", "Cl", "H", "H", "H", "H", "Cl", "C", "C", "Cl", "H", "H", "H", "H", "Cl", "C", "C", "Cl", "H", "H", "H", "H", "Cl", "C", "C", "Cl", "H", "H", "H", "H", "Cl", "C", "C", "Cl", "H", "H", "H", "H"],
  "positions_angstrom": [[4.221, -3.434, 3.620], [4.850, -2.532, 3.278], [4.900, -2.197, 1.977], [5.225, -0.813, 1.746], [4.043, 0.009, 1.222], [2.678, -0.546, 1.623], [2.196, -1.565, 0.561], [1.819, -2.935, 1.130], [0.873, -2.873, 2.321], [-0.192, -1.960, 2.140], [1.680, 0.479, 1.681], [1.599, 1.121, 2.837], [1.791, 0.658, 3.897], [5.465, -1.963, 3.980], [6.035, -0.808, 1.032], [5.626, -0.340, 2.637], [4.145, 0.040, 0.146], [4.200, 1.035, 1.543], [2.785, -1.110, 2.538], [2.894, -1.650, -0.260], [1.286, -1.161, 0.133], [2.714, -3.488, 1.392], [1.312, -3.455, 0.324], [1.450, -2.564, 3.190], [0.522, -3.879, 2.519], [-0.057, -1.211, 2.721], [1.286, 2.159, 2.757], [0.961, 0.035, -3.504], [-0.399, -1.104, -3.723], [-0.665, -1.904, -2.477], [0.652, -3.057, -2.127], [-0.179, -1.752, -4.572], [-1.277, -0.506, -3.969], [-1.573, -2.488, -2.599], [-0.787, -1.262, -1.606], [0.638, -4.044, -9.538], [1.410, -2.898, -8.409], [1.270, -3.337, -6.974], [-0.418, -3.241, -6.403], [0.973, -1.917, -8.573], [2.466, -2.853, -8.674], [1.859, -2.687, -6.327], [1.610, -4.361, -6.835], [-1.093, 5.476, 5.002], [-2.143, 4.035, 5.085], [-1.479, 2.823, 4.498], [-1.283, 2.960, 2.725], [-3.075, 4.267, 4.575], [-2.358, 3.862, 6.135], [-2.092, 1.942, 4.681], [-0.499, 2.652, 4.932], [0.198, 7.376, 0.677], [-0.085, 7.808, 2.384], [-0.962, 9.025, 2.525], [-0.150, 10.512, 1.966], [0.882, 7.957, 2.857], [-0.571, 6.954, 2.852], [-1.212, 9.176, 3.574], [-1.886, 8.917, 1.962], [-0.268, 0.541, -9.886], [-1.078, 0.570, -8.296], [-0.211, 1.182, -7.226], [1.191, 0.153, -6.839], [-1.358, -0.452, -8.044], [-1.985, 1.159, -8.412], [-0.780, 1.294, -6.308], [0.161, 2.160, -7.519], [-3.535, 0.124, 0.234], [-4.700, -1.225, 0.298], [-4.168, -2.467, -0.367], [-4.018, -2.271, -2.136], [-5.626, -0.891, -0.165], [-4.894, -1.429, 1.349], [-4.852, -3.298, -0.197], [-3.190, -2.741, 0.024], [-2.646, 3.909, -7.764], [-3.427, 3.911, -6.161], [-2.529, 4.480, -5.094], [-1.135, 3.425, -4.747], [-3.726, 2.891, -5.930], [-4.325, 4.522, -6.248], [-3.085, 4.583, -4.163], [-2.146, 5.457, -5.377], [-0.132, 1.880, 7.125], [0.243, 2.893, 8.550], [-0.942, 3.106, 9.460], [-2.203, 4.135, 8.739], [0.645, 3.836, 8.189], [1.024, 2.372, 9.101], [-0.614, 3.610, 10.368], [-1.403, 2.161, 9.738], [9.080, -5.402, 0.573], [8.709, -5.084, 2.286], [7.799, -3.895, 2.458], [8.608, -2.362, 2.028], [9.650, -4.945, 2.813], [8.221, -5.975, 2.677], [7.497, -3.814, 3.501], [6.905, -3.984, 1.846], [-7.515, -3.725, 1.367], [-8.391, -4.027, -0.157], [-8.057, -5.372, -0.750], [-6.377, -5.440, -1.333], [-8.151, -3.220, -0.846], [-9.454, -3.980, 0.073], [-8.701, -5.565, -1.606], [-8.195, -6.174, -0.028]],
  "atomic_forces_ev_per_a": [[-2.3, -3.6, 1.6], [1.6, 2.0, -1.1], [0.3, 1.1, 0.1], [0.2, 0.2, -0.3], [0.3, 0.0, 0.0], [0.4, -1.5, -1.5], [-0.6, 0.1, 0.7], [-0.2, 0.3, -0.5], [1.1, 0.3, 0.2], [-0.5, -0.3, -0.3], [0.6, 0.5, -0.2], [-0.8, 1.5, -1.3], [0.8, -1.5, 2.7], [0.2, 0.6, -0.2], [0.2, 0.0, -0.3], [0.0, -0.2, 0.5], [-0.3, 0.0, -0.4], [-0.1, 0.2, 0.3], [-0.3, 0.5, 0.6], [0.3, -0.2, -0.1], [-0.1, 0.3, -0.2], [0.1, -0.2, 0.2], [0.0, -0.3, -0.1], [0.0, -0.1, 0.3], [-0.4, -0.1, 0.1], [0.0, 0.1, 0.0], [-0.2, 0.2, -0.6], [0.0, 0.0, 0.2], [0.0, 0.0, -0.1], [-0.1, 0.1, 0.1], [0.0, 0.0, -0.2], [0.1, 0.3, 0.3], [0.0, 0.0, 0.1], [0.1, 0.0, -0.1], [0.1, 0.0, 0.0], [0.0, 0.0, 0.0], [0.0, 0.0, 0.0], [0.2, 0.0, 0.0], [-0.1, -0.3, -0.3], [0.0, -0.1, 0.0], [0.0, 0.0, 0.0], [0.0, 0.1, 0.0], [-0.1, 0.0, 0.0], [0.0, 0.0, 0.1], [-0.2, -0.1, 0.0], [0.0, -0.1, -0.3], [-0.1, 0.1, 0.0], [0.1, 0.1, -0.1], [0.1, 0.0, 0.0], [0.0, 0.0, 0.0], [-0.1, 0.2, -0.3], [0.0, 0.0, 0.0], [0.0, -0.1, 0.1], [-0.1, 0.0, 0.1], [0.0, 0.0, 0.0], [0.0, 0.1, -0.1], [0.0, 0.0, -0.1], [0.1, 0.0, 0.0], [0.0, 0.0, -0.1], [0.0, -0.1, 0.0], [-0.1, 0.0, 0.1], [-0.1, 0.0, -0.1], [0.2, 0.1, -0.2], [0.1, 0.0, 0.0], [0.0, 0.1, 0.0], [0.0, -0.1, 0.0], [0.0, 0.0, 0.0], [0.0, 0.0, 0.0], [-0.1, 0.0, 0.1], [0.0, -0.2, 0.2], [-0.3, 0.0, 0.0], [0.0, 0.0, 0.0], [0.0, 0.0, 0.0], [-0.1, 0.1, 0.0], [0.0, 0.1, 0.0], [0.0, 0.0, 0.0], [-0.1, 0.0, 0.1], [0.0, 0.1, 0.1], [0.0, 0.1, 0.1], [0.1, 0.0, 0.0], [0.0, 0.0, 0.0], [0.0, -0.1, 0.0], [0.0, 0.0, 0.0], [0.1, 0.0, 0.6], [0.1, 0.0, 0.1], [0.1, -0.1, 0.1], [0.0, 0.0, 0.0], [-0.1, 0.0, -0.1], [0.0, 0.0, 0.0], [0.0, 0.0, 0.0], [0.0, 0.0, -0.1], [0.0, 0.0, 0.0], [0.0, -0.1, 0.1], [-0.1, -0.1, 0.1], [0.0, 0.0, 0.0], [0.0, 0.0, -0.1], [-0.1, 0.0, 0.0], [0.1, 0.0, 0.0], [0.1, 0.0, -0.1], [0.0, 0.0, 0.0], [-0.1, 0.0, -0.1], [-0.1, 0.0, 0.0], [0.0, 0.0, 0.0], [0.1, 0.0, 0.0], [0.0, 0.0, 0.0], [0.0, 0.1, 0.0], [0.1, 0.0, 0.0]],
  "smiles": "O=COCC[C@H](CCCO)OC=O.ClCCCl.ClCCCl.ClCCCl.ClCCCl.ClCCCl.ClCCCl.ClCCCl.ClCCCl.ClCCCl.ClCCCl",
  "orbital_gap_ha": 0.377,
  "homo_ev": -9.88,
  "largest_force_ha_per_bohr": 0.0882,
  "e_lumo_ha": 0.0136
}

***

2.
{
  "formula": "C33H33BrFMoNO8PTe",
  "method": "ωB97M-V/def2-TZVPD",
  "elements": ["Mo", "C", "C", "C", "C", "C", "C", "C", "F", "C", "C", "C", "O", "C", "C", "N", "C", "C", "O", "O", "H", "H", "H", "H", "H", "H", "H", "H", "H", "H", "H", "O", "C", "O", "H", "C", "C", "C", "C", "C", "C", "C", "C", "C", "C", "C", "C", "C", "C", "H", "H", "H", "H", "H", "H", "H", "H", "H", "H", "H", "C", "C", "O", "P", "O", "Te", "O", "C", "C", "H", "H", "H", "H", "H", "H", "H", "H", "H", "H", "Br"],
  "positions_angstrom": [[1.629, 0.493, -0.132], [-0.643, -6.560, -1.756], [-1.517, -5.733, -0.809], [-2.974, -5.805, -1.270], [-3.839, -4.933, -0.374], [-3.343, -3.524, -0.504], [-4.232, -2.454, -0.447], [-3.758, -1.163, -0.577], [-4.651, -0.145, -0.536], [-2.420, -0.901, -0.757], [-1.515, -1.970, -0.812], [-0.109, -1.724, -0.836], [0.365, -0.523, -0.724], [0.789, -2.825, -0.743], [0.271, -4.080, -0.720], [-1.071, -4.345, -0.782], [-1.982, -3.301, -0.712], [2.290, -2.640, -0.504], [3.020, -3.612, -0.634], [2.673, -1.481, -0.142], [-1.116, -7.519, -1.956], [0.340, -6.756, -1.342], [-0.520, -6.027, -2.696], [-1.446, -6.150, 0.208], [-3.317, -6.841, -1.257], [-3.042, -5.436, -2.296], [-3.753, -5.268, 0.663], [-4.893, -4.993, -0.651], [-5.284, -2.626, -0.285], [-2.055, 0.112, -0.802], [0.945, -4.911, -0.614], [-0.274, -1.340, 1.731], [0.622, -0.787, 2.335], [1.362, 0.151, 1.905], [0.852, -1.075, 3.388], [-5.000, 2.627, 1.257], [-4.248, 2.223, 2.347], [-2.883, 2.054, 2.225], [-2.221, 2.280, 1.010], [-3.001, 2.685, -0.079], [-4.367, 2.853, 0.048], [-0.801, 1.935, 0.949], [0.095, 2.022, -0.058], [-0.253, 2.781, -1.271], [-0.558, 2.140, -2.474], [-0.891, 2.870, -3.599], [-0.924, 4.254, -3.552], [-0.623, 4.902, -2.367], [-0.286, 4.177, -1.241], [-6.072, 2.738, 1.341], [-4.732, 2.023, 3.295], [-2.313, 1.710, 3.081], [-2.548, 2.833, -1.045], [-4.948, 3.145, -0.814], [-0.482, 1.451, 1.868], [-0.550, 1.057, -2.523], [-1.141, 2.359, -4.517], [-1.177, 4.833, -4.429], [-0.654, 5.983, -2.326], [-0.069, 4.681, -0.308], [3.844, 4.719, 3.499], [3.996, 3.206, 3.535], [3.494, 2.699, 2.315], [3.938, 1.223, 1.801], [3.150, 1.257, 0.477], [3.995, -0.468, 3.387], [5.498, 1.425, 1.389], [5.914, 1.817, 0.086], [6.198, 0.596, -0.774], [4.313, 5.163, 4.371], [2.790, 4.985, 3.474], [4.319, 5.106, 2.601], [3.428, 2.776, 4.371], [5.052, 2.923, 3.649], [6.822, 2.412, 0.239], [5.146, 2.445, -0.383], [6.906, -0.062, -0.276], [6.607, 0.898, -1.735], [5.276, 0.045, -0.950], [2.559, 0.913, -2.453]],
  "atomic_forces_ev_per_a": [[1.6, 2.5, 1.1], [0.0, 0.1, 0.2], [-0.2, -0.9, -0.2], [0.0, 0.1, 0.3], [0.1, 0.0, -0.1], [-0.9, 0.3, 0.1], [0.6, -0.6, 0.0], [0.3, 0.5, -0.2], [0.3, -0.4, 0.0], [-0.3, -0.1, 0.2], [-0.5, 0.0, -0.1], [1.2, 0.1, 0.8], [-6.0, -5.8, -3.2], [-0.1, 0.6, -0.1], [-0.7, 0.2, -0.1], [0.7, 0.4, 0.3], [0.4, 0.8, -0.2], [0.2, 0.2, 0.1], [-0.2, -0.5, -0.1], [-0.4, 0.7, 0.0], [-0.1, -0.1, 0.0], [0.1, 0.0, 0.0], [0.0, 0.0, -0.1], [-0.1, 0.1, -0.1], [0.2, 0.0, 0.0], [0.0, -0.1, -0.1], [0.0, 0.0, 0.0], [0.0, 0.0, 0.0], [-0.1, 0.0, 0.0], [0.0, 0.2, 0.0], [0.1, -0.1, -0.1], [-0.7, -0.6, -0.1], [0.0, -0.4, 1.3], [-0.1, 0.7, -0.8], [0.0, 0.1, -0.3], [-0.1, 0.0, 0.0], [-0.1, 0.0, 0.1], [0.1, 0.0, -0.1], [-0.4, 0.2, 0.0], [0.0, 0.0, 0.0], [-0.1, 0.1, 0.0], [0.8, -0.1, 0.1], [-0.4, 0.0, 0.3], [0.1, 0.1, -0.4], [0.0, -0.1, 0.1], [-0.2, 0.0, -0.1], [0.0, 0.1, -0.1], [0.0, 0.1, -0.1], [0.0, -0.2, 0.2], [-0.1, 0.0, 0.0], [0.0, 0.0, 0.0], [0.1, 0.0, 0.0], [0.0, 0.1, 0.0], [0.0, 0.0, -0.1], [0.0, -0.1, -0.2], [0.1, 0.1, 0.0], [0.0, -0.1, -0.1], [0.0, 0.0, -0.1], [0.0, 0.1, 0.0], [0.1, 0.0, 0.0], [0.0, -0.4, -0.1], [0.3, 0.3, 0.5], [-0.1, -0.7, -0.4], [1.8, 1.1, 1.1], [3.5, 1.3, 1.0], [0.3, -0.1, 0.3], [-0.9, -0.3, 0.4], [0.1, 0.2, -0.6], [-0.2, 0.1, 0.3], [0.0, 0.1, 0.2], [-0.1, 0.1, 0.0], [0.1, 0.1, -0.1], [0.2, 0.0, -0.1], [-0.2, 0.0, 0.0], [-0.2, 0.0, -0.1], [0.2, -0.1, 0.0], [0.1, 0.0, 0.1], [0.0, 0.1, -0.1], [0.0, -0.1, 0.0], [0.0, 0.1, -0.4]],
  "charge": -1,
  "e_above_lowest_kcal_mol": 54.90,
  "orbital_gap_ha": [0.210, 0.208],
  "homo_ev": [-4.09, -4.30],
  "largest_force_ha_per_bohr": 0.1740,
  "multiplicity": 3,
  "e_lumo_ha": [0.0598, 0.0497]
}

***

3.
{
  "formula": "C6H15NS",
  "method": "ωB97M-V/def2-TZVPD",
  "elements": ["C", "N", "C", "C", "S", "C", "C", "C", "H", "H", "H", "H", "H", "H", "H", "H", "H", "H", "H", "H", "H", "H", "H"],
  "positions_angstrom": [[0.014, -1.260, 0.169], [0.511, 0.103, 0.233], [-0.138, 1.105, -0.602], [0.324, 2.619, -0.148], [-0.407, 4.013, -1.058], [0.253, 0.981, -2.016], [-0.777, -1.702, 1.482], [-0.192, -3.014, 2.083], [-0.652, -1.404, -0.676], [0.836, -1.865, -0.066], [1.501, 0.179, 0.022], [-1.262, 1.051, -0.433], [0.308, 2.737, 0.894], [1.389, 2.609, -0.213], [0.042, 4.029, -2.265], [0.953, 1.588, -2.543], [0.684, -0.031, -2.459], [-0.768, 1.084, -2.495], [-1.744, -1.927, 1.215], [-0.663, -0.763, 2.172], [0.811, -3.267, 1.646], [-0.109, -2.943, 3.147], [-0.915, -3.919, 1.911]],
  "atomic_forces_ev_per_a": [[-1.6, 0.7, 0.8], [0.2, 1.2, 0.6], [0.2, 1.9, 2.3], [0.1, -2.5, -1.9], [-1.3, 0.3, 2.4], [-2.0, -3.0, -4.0], [3.8, 1.4, 0.4], [-0.8, -1.2, -1.0], [-0.3, 0.2, -0.4], [1.2, -1.3, 0.2], [-0.1, -0.4, 0.2], [1.4, -0.1, -0.4], [-1.4, 0.6, 1.6], [1.1, 0.1, -0.9], [1.1, -0.7, -1.3], [0.4, 1.5, 0.5], [-1.3, 1.3, 1.7], [1.4, 0.0, -0.6], [-2.4, 0.1, -0.4], [-0.5, -2.0, -1.0], [-0.9, 0.2, 0.5], [0.2, 0.0, 0.7], [1.4, 1.6, 0.1]],
  "smiles": "CCCN[C@H](C)CS",
  "e_above_lowest_kcal_mol": 49.69,
  "orbital_gap_ha": 0.348,
  "homo_ev": -8.56,
  "largest_force_ha_per_bohr": 0.1039,
  "e_lumo_ha": 0.0329
}

***

4.
{
  "formula": "C3H4BrN3O2S",
  "method": "ωB97M-V/def2-TZVPD",
  "elements": ["C", "C", "C", "N", "N", "N", "O", "O", "S", "Br", "H", "H", "H", "H"],
  "positions_angstrom": [[-0.206, 1.163, -1.227], [0.436, 0.069, -0.617], [1.846, 0.624, -0.392], [1.894, 1.903, -0.825], [0.723, 2.131, -1.318], [0.879, -2.461, 0.449], [-1.509, -1.565, 0.043], [-0.113, -1.968, -1.975], [-0.227, -1.569, -0.586], [3.269, -0.302, 0.320], [-1.212, 1.235, -1.729], [0.632, 2.873, -1.930], [0.437, -3.166, 1.051], [1.723, -2.829, 0.001]],
  "atomic_forces_ev_per_a": [[-0.2, -1.9, -0.2], [2.4, 2.3, 0.2], [-3.5, 0.3, -0.9], [2.0, -3.0, 1.3], [-2.2, -0.5, 0.1], [-1.2, 0.8, -1.0], [0.2, -0.1, 0.3], [0.1, -0.3, 1.2], [1.7, -0.9, -0.3], [0.5, 0.2, 0.1], [1.4, 0.0, 0.8], [-0.3, 2.0, -1.0], [-0.2, 0.6, -0.5], [-0.6, 0.3, -0.1]],
  "smiles": "NS(=O)(=O)c1c[nH]nc1Br",
  "e_above_lowest_kcal_mol": 0.00,
  "orbital_gap_ha": 0.371,
  "homo_ev": -9.58,
  "largest_force_ha_per_bohr": 0.0748,
  "e_lumo_ha": 0.0190
}

***

Let's list DFT total energy in order: -10679.34122, -5285.67582, -690.46225, -3403.60710 Ha.